Record 1
The following is a DFT calculation (ωB97M-V with the def2-TZVPD basis set) of a 2-piece molecular cluster, C7H15NO overall.

XYZ file:
```
24
Properties=species:S:1:pos:R:3:forces:R:3:mulliken_charge:R:1
H 1.555 2.041 1.679 -0.3 -0.1 -0.1 0.28
N 1.055 1.166 1.867 0.3 -1.0 -1.3 -0.69
C 1.273 0.338 0.902 0.6 -0.8 1.8 -0.27
C 0.934 -1.199 1.020 0.0 1.3 0.1 0.85
C 0.280 -1.564 2.345 0.1 0.1 0.3 -1.44
C 0.127 -1.735 -0.154 -0.1 -0.1 -0.2 -1.31
H 1.970 0.581 0.083 -0.5 0.0 0.0 0.36
H 1.924 -1.669 0.981 0.0 0.1 0.0 0.21
H 0.835 -1.149 3.192 -0.2 0.0 -0.2 0.36
H -0.749 -1.189 2.391 0.2 0.0 0.0 0.31
H 0.259 -2.651 2.480 -0.1 0.1 -0.2 0.42
H 0.063 -2.828 -0.119 0.2 0.1 0.1 0.47
H 0.591 -1.468 -1.109 -0.2 0.0 0.0 0.26
H -0.905 -1.370 -0.127 0.2 0.1 -0.1 0.23
C -1.981 1.243 -0.724 0.3 -0.3 -0.1 -0.94
C -0.804 1.417 -1.337 -0.4 0.7 0.7 0.83
C -0.438 0.821 -2.659 0.3 -0.1 0.1 -1.23
O 0.164 2.266 -0.804 -0.8 -0.2 -0.6 -0.56
H -2.216 1.723 0.219 0.1 0.0 -0.1 0.24
H -2.712 0.543 -1.116 0.1 0.2 -0.1 0.32
H 0.597 0.465 -2.648 -0.1 0.1 0.0 0.29
H -1.078 -0.035 -2.898 0.0 0.3 0.1 0.33
H -0.530 1.566 -3.453 0.0 0.0 0.1 0.34
H -0.214 2.687 -0.010 0.2 -0.3 -0.4 0.35
```
Positions in Å, forces in eV/Å.

As for the multiplicity: 1. The total energy comes out at -11038.6942 eV. As for the SMILES: [H]/N=C/C(C)C.C=C(C)O. The calculation puts the energy above the lowest of the compared OMol25 structures with the same formula, charge and spin at 191.1 kJ/mol. The value obtained for the LUMO energy is 0.89 eV. The calculation puts the HOMO energy at -8.933 eV. The largest force on an atom is 2.1 eV/A. The HOMO-LUMO gap is 0.361 Ha.



Record 2
The following is a DFT calculation (ωB97M-V with the def2-TZVPD basis set) of an isolated ion of composition C3H6IN2 and charge +1.

XYZ file:
```
12
Properties=species:S:1:pos:R:3:forces:R:3:mulliken_charge:R:1
C -0.628 -1.090 -0.593 -1.3 -3.3 -1.6 -0.95
C 0.048 -0.801 0.682 1.0 1.6 -0.6 0.15
N 0.895 0.182 0.789 -2.6 -2.9 1.2 -0.25
C 1.806 0.814 0.204 1.9 2.0 -1.3 0.42
N 1.797 2.124 -0.139 -0.4 -2.0 0.8 -0.40
I 3.646 -0.246 -0.050 -0.6 0.4 -0.2 0.22
H -1.735 -0.939 -0.430 0.9 -0.5 0.1 0.32
H -0.449 -0.528 -1.511 0.8 0.3 0.5 0.33
H -0.491 -2.287 -0.937 -0.4 3.1 1.3 0.30
H -0.260 -1.431 1.535 0.3 0.8 -0.1 0.39
H 0.984 2.704 0.053 0.4 -0.1 -0.2 0.25
H 2.602 2.434 -0.644 0.2 0.6 0.0 0.23
```
Positions in Å, forces in eV/Å.

As for the multiplicity: 1. The total energy comes out at -14281.0998 eV. As for the SMILES: C/C=N\C(=[NH2+])I. The calculation puts the energy above the lowest of the compared OMol25 structures with the same formula, charge and spin at 97.8 kJ/mol. The value obtained for the LUMO energy is -5.23 eV. The net charge is +1. The calculation puts the HOMO energy at -14.352 eV. The largest force on an atom is 4.1 eV/A. The HOMO-LUMO gap is 0.335 Ha.



Record 3
The following is a DFT calculation (ωB97M-V with the def2-TZVPD basis set) of C16H20F3OPt as an isolated structure.

XYZ file:
```
41
Properties=species:S:1:pos:R:3:forces:R:3:mulliken_charge:R:1
Pt 0.193 -0.932 1.336 -1.0 -0.2 -0.3 1.06
C -1.881 -1.402 2.038 0.4 1.6 0.7 -0.70
C -1.569 0.055 2.061 -1.3 -1.5 0.4 -0.42
C -2.164 0.610 0.861 -0.3 -0.2 0.6 -0.43
H -1.281 0.586 2.964 -0.1 0.0 -0.4 0.41
C -2.796 -0.425 0.142 -0.2 -0.3 0.5 -0.54
C -2.631 -1.638 0.845 -0.6 0.3 -0.5 -0.58
H -3.032 -2.608 0.536 0.3 0.4 0.1 0.44
H -1.794 -2.027 2.933 -0.2 0.1 -0.6 0.52
H -2.230 1.679 0.651 0.2 -0.4 -0.1 0.50
H -3.389 -0.287 -0.761 0.4 -0.1 0.1 0.39
C 1.161 -2.534 0.356 -0.3 0.7 -1.4 -0.25
C -0.080 -3.204 -0.053 1.2 0.0 -0.7 -0.96
C -0.461 -2.694 -1.301 0.1 -0.2 -0.4 -0.58
H -0.527 -4.035 0.476 0.0 0.1 0.0 0.43
C 0.397 -1.639 -1.670 0.3 -0.3 0.0 -0.61
C 1.375 -1.445 -0.642 -0.2 -1.9 0.6 -0.63
H 2.274 -0.847 -0.711 -0.1 0.0 0.0 0.53
H 1.928 -2.947 0.996 -0.1 0.0 0.0 0.74
H -1.244 -3.113 -1.939 0.1 0.4 0.4 0.39
H 0.417 -1.151 -2.652 -0.2 -0.1 0.6 0.62
O 0.897 0.909 1.769 1.0 2.8 -2.8 -0.62
C 0.593 2.564 -2.224 0.3 -1.5 2.6 0.72
C 0.731 2.853 -0.749 0.5 1.0 -0.7 -1.63
C -0.754 2.017 -2.485 -1.0 -0.4 -0.1 -0.81
C 1.772 1.758 -2.654 0.7 -0.5 -0.2 -0.89
C 0.830 2.053 0.966 0.5 1.4 1.5 -0.34
H -0.033 3.594 -0.530 -0.3 -0.1 0.5 0.59
H 1.689 3.369 -0.656 0.0 -0.1 0.2 0.63
H 1.825 2.615 1.120 -1.6 -0.7 0.2 0.13
H -0.073 2.631 1.316 0.9 -0.2 -0.3 0.22
H -1.255 2.257 -3.429 0.2 0.0 -0.1 0.36
H -1.406 2.348 -1.665 -0.1 -0.1 -0.4 0.22
H -0.688 0.912 -2.383 -0.2 0.4 -0.2 -0.02
H 2.406 2.141 -3.464 -0.3 0.0 -0.1 0.36
H 1.435 0.738 -2.900 0.3 0.3 -0.2 0.01
H 2.411 1.658 -1.760 0.1 -0.1 -0.5 0.26
F 1.269 -0.148 4.007 0.4 -0.7 0.3 -0.22
C 1.461 -1.108 3.057 -0.5 0.5 -0.9 0.21
F 2.701 -0.863 2.495 0.2 -0.5 1.1 -0.27
F 1.523 -2.303 3.701 0.5 0.0 0.4 -0.26
```
Positions in Å, forces in eV/Å.

As for the multiplicity: 5. As for the expectation value of S²: 6.051. The total energy comes out at -30354.7528 eV. The value obtained for the LUMO energy (alpha / beta) is 3.00 / 2.09 eV. The net charge is -1. The calculation puts the HOMO energy (alpha / beta) at -2.800 / -4.006 eV. The largest force on an atom is 4.1 eV/A. The HOMO-LUMO gap (alpha / beta) is 0.213 / 0.224 Ha.



Record 4
The following is a DFT calculation (ωB97M-V with the def2-TZVPD basis set) of C52H73MgN11O4PTe as an isolated structure.

XYZ file:
```
143
Properties=species:S:1:pos:R:3:forces:R:3:mulliken_charge:R:1
Mg -0.496 -0.019 -0.571 -0.7 0.5 -0.2 4.21
C -3.252 4.752 1.553 0.0 0.0 0.0 -1.35
N -2.146 3.978 1.017 0.0 0.0 0.0 0.38
C -0.857 4.651 0.945 0.0 0.0 0.1 -0.96
C -2.311 2.758 0.422 -0.1 -0.1 -0.1 -0.06
N -1.387 1.879 0.286 0.3 -0.2 0.2 1.00
N -3.595 2.542 -0.072 0.0 0.0 0.1 -0.01
C -4.095 1.421 -0.741 0.1 -0.1 0.1 0.23
N -5.461 1.376 -0.719 0.0 0.0 0.0 -0.55
N -3.320 0.605 -1.347 -0.1 0.0 0.1 -0.30
H -3.724 5.398 0.803 0.0 0.0 0.0 0.36
H -2.871 5.394 2.346 0.0 0.0 0.0 0.38
H -4.000 4.099 2.004 0.0 0.0 0.0 0.46
H -1.011 5.681 0.618 0.0 0.0 0.0 0.53
H -0.219 4.157 0.215 0.0 0.0 0.0 0.04
H -0.342 4.672 1.909 0.0 0.0 0.0 0.27
H -0.559 2.116 0.825 0.0 0.1 0.0 -1.94
H -4.250 3.288 0.078 0.0 0.0 -0.1 0.33
H -5.978 1.869 -0.011 0.0 -0.1 0.1 0.20
H -5.911 0.566 -1.107 0.0 0.0 0.0 0.22
H -3.839 -0.173 -1.743 0.0 0.0 0.0 0.18
N -0.842 1.523 -2.347 0.0 -0.1 0.0 -1.19
N -0.933 0.913 -3.597 -0.1 0.0 0.1 -0.30
C -0.990 -0.419 -3.653 0.2 0.1 0.1 0.03
N -1.121 -0.983 -4.851 0.0 0.0 0.1 -0.31
N -0.881 -1.045 -2.467 -0.1 -0.4 -0.3 -0.15
N -0.894 -2.426 -2.489 0.0 0.1 -0.1 0.17
O -1.547 -3.044 -3.321 0.1 0.1 0.0 -0.83
O -0.260 -2.950 -1.600 0.0 0.1 0.0 -0.36
H -1.785 1.678 -1.994 0.0 0.1 -0.1 0.38
H -0.302 2.377 -2.413 0.2 -0.1 0.0 -0.11
H -0.986 1.470 -4.433 0.0 0.0 0.0 0.26
H -0.968 -0.443 -5.684 0.1 0.0 0.0 0.18
H -1.247 -1.980 -4.906 0.0 0.0 0.0 0.23
C 6.541 2.171 0.371 0.0 0.0 0.0 -1.61
C 5.108 1.712 0.372 0.0 0.0 0.0 0.58
C 4.490 1.230 1.510 0.0 0.0 0.0 -0.90
C 3.148 0.832 1.544 -0.1 0.1 0.0 0.93
C 2.734 0.324 2.894 -0.1 -0.1 -0.1 -0.15
O 3.460 -0.465 3.464 0.0 -0.1 0.0 -0.67
C 1.545 0.848 3.643 0.0 0.0 -0.1 -0.02
C 0.849 1.984 3.254 0.0 0.0 0.0 0.51
C -0.169 2.481 4.057 0.0 0.0 -0.1 -0.55
C -0.482 1.855 5.256 -0.1 0.0 0.0 -0.62
C 0.214 0.721 5.650 0.0 -0.1 0.0 -0.91
C 1.219 0.218 4.843 0.0 -0.1 0.0 -0.47
C 2.364 0.853 0.365 -0.1 0.0 0.0 -0.62
O 1.103 0.461 0.306 0.5 0.1 0.4 0.21
C 3.025 1.304 -0.803 0.1 0.1 0.0 -0.32
C 4.337 1.744 -0.784 0.0 0.0 0.0 -0.82
C 2.320 1.316 -2.119 -0.1 0.0 0.1 0.19
N 2.028 0.284 -2.801 0.2 0.0 -0.1 0.77
C 2.544 -1.010 -2.384 0.0 0.0 0.0 0.88
C 3.585 -1.512 -3.378 0.0 0.1 0.0 -2.03
Te 3.066 -1.345 -5.450 0.0 -0.1 0.1 0.22
C 3.544 0.689 -5.728 0.1 -0.1 -0.1 -0.11
C 2.923 1.361 -6.779 0.1 0.0 -0.1 -0.33
C 3.205 2.697 -7.024 0.1 0.0 0.0 -0.67
C 4.099 3.382 -6.213 0.1 -0.1 -0.1 -0.57
C 4.727 2.713 -5.173 0.1 0.0 -0.1 -0.62
C 4.460 1.370 -4.937 0.1 0.0 -0.1 0.11
C 1.962 2.652 -2.684 0.0 0.0 0.0 -0.08
C 1.742 2.790 -4.055 -0.2 0.0 0.2 0.13
C 1.376 4.017 -4.586 -0.1 0.0 0.1 -1.20
C 1.225 5.122 -3.754 0.0 0.0 0.0 -0.93
C 1.460 4.997 -2.393 0.0 0.0 0.0 -0.83
C 1.840 3.770 -1.861 0.0 0.0 0.0 -0.31
H 6.991 2.051 1.355 0.0 0.0 0.0 0.38
H 6.618 3.224 0.093 0.0 0.0 0.0 0.33
H 7.139 1.600 -0.342 0.0 0.0 0.0 0.35
H 5.054 1.156 2.432 0.0 0.0 0.0 0.46
H 1.144 2.490 2.342 0.0 0.0 -0.1 0.63
H -0.722 3.363 3.762 0.0 0.1 0.0 0.28
H -1.262 2.259 5.889 0.0 0.0 0.0 0.43
H -0.019 0.238 6.591 0.0 0.0 0.0 0.43
H 1.792 -0.652 5.139 0.0 0.0 0.0 0.49
H 4.769 2.116 -1.710 0.0 0.0 0.0 0.53
H 1.725 -1.726 -2.332 -0.1 0.0 0.0 -0.29
H 3.010 -0.967 -1.394 0.0 -0.1 0.0 -0.25
H 3.779 -2.575 -3.234 0.0 0.0 0.1 0.68
H 4.531 -0.990 -3.234 0.0 0.0 -0.1 0.40
H 2.211 0.841 -7.411 0.0 0.0 0.0 0.44
H 2.717 3.206 -7.847 0.0 0.0 0.0 0.47
H 4.312 4.427 -6.397 0.0 0.0 0.0 0.42
H 5.443 3.232 -4.549 0.0 0.0 0.0 0.40
H 4.985 0.865 -4.135 0.0 0.0 0.0 0.37
H 1.883 1.923 -4.688 -0.2 0.2 0.1 0.91
H 1.231 4.121 -5.654 0.0 0.0 0.1 0.56
H 0.949 6.083 -4.171 0.0 0.0 0.0 0.44
H 1.369 5.861 -1.745 0.0 0.0 0.0 0.50
H 2.051 3.675 -0.802 0.0 0.0 0.0 0.72
C -4.001 -5.494 0.197 0.0 0.0 0.0 -0.81
C -3.936 -4.312 -0.764 0.0 0.0 0.0 -1.03
C -3.438 -3.061 -0.029 0.0 0.0 0.0 0.14
C -2.307 -3.385 0.983 0.0 0.0 -0.1 0.45
C -1.610 -4.686 0.563 0.0 0.0 0.0 -0.31
C -2.593 -5.853 0.715 0.0 0.0 0.0 -0.93
P -1.228 -1.898 1.263 0.0 0.0 0.2 0.43
C -2.076 -1.052 2.688 0.1 -0.1 0.0 2.58
C -2.447 -1.922 3.919 0.0 0.0 0.0 -0.57
C -3.955 -1.993 4.155 0.0 0.0 0.0 -0.91
C -4.568 -0.606 4.367 0.0 0.0 0.0 -1.05
C -3.982 0.426 3.380 0.0 0.0 0.0 -0.63
C -3.297 -0.265 2.206 -0.2 -0.1 0.1 -0.10
C 0.371 -2.478 2.002 0.0 0.0 0.0 2.26
C 0.288 -3.535 3.132 0.0 0.0 0.0 -0.96
C 1.451 -4.529 3.089 0.0 0.0 0.0 -1.02
C 2.772 -3.808 2.853 0.0 0.0 0.0 -0.93
C 2.782 -3.119 1.476 0.0 0.0 0.0 -0.58
C 1.373 -2.890 0.912 0.0 0.0 0.0 -0.39
H -4.457 -6.357 -0.289 0.0 0.0 0.0 0.52
H -4.656 -5.230 1.034 0.0 0.0 0.0 0.31
H -4.919 -4.112 -1.196 0.0 0.0 0.0 0.58
H -3.272 -4.551 -1.598 0.0 0.0 0.0 0.29
H -4.281 -2.610 0.502 0.0 0.0 0.0 0.35
H -3.095 -2.316 -0.755 0.0 0.0 0.0 -0.78
H -2.765 -3.581 1.959 0.0 0.0 0.0 0.64
H -0.723 -4.881 1.163 0.0 0.0 0.0 -0.60
H -1.275 -4.609 -0.470 0.0 0.0 0.0 0.36
H -2.650 -6.140 1.769 0.0 0.0 0.0 0.30
H -2.201 -6.719 0.178 0.0 0.0 0.0 0.53
H -1.333 -0.309 3.001 0.1 0.0 0.0 -1.38
H -1.969 -1.497 4.806 0.0 0.0 0.0 0.32
H -2.059 -2.935 3.829 0.0 0.1 0.0 0.25
H -4.160 -2.625 5.021 0.0 0.0 0.0 0.58
H -4.434 -2.485 3.302 0.0 0.0 0.0 0.13
H -4.386 -0.282 5.394 0.0 0.0 0.0 0.33
H -5.652 -0.669 4.250 0.0 0.0 0.0 0.39
H -3.240 1.048 3.885 0.1 0.1 0.0 0.17
H -4.767 1.100 3.024 0.0 0.0 0.0 0.38
H -2.974 0.449 1.465 0.1 0.2 -0.2 -0.79
H -4.016 -0.926 1.712 0.0 0.0 0.0 0.12
H 0.748 -1.542 2.428 0.0 0.0 0.0 -0.99
H -0.649 -4.092 3.097 0.0 0.0 0.0 0.21
H 0.302 -3.018 4.096 0.0 0.0 0.0 0.41
H 1.288 -5.266 2.294 0.0 0.0 0.0 0.27
H 1.474 -5.088 4.027 0.0 0.0 0.0 0.54
H 3.605 -4.508 2.928 0.0 0.0 0.0 0.55
H 2.918 -3.064 3.640 0.0 0.0 0.0 0.19
H 3.340 -3.726 0.758 0.0 0.0 0.0 0.69
H 3.307 -2.166 1.550 0.0 0.0 0.0 -0.10
H 1.024 -3.791 0.404 0.0 0.0 0.0 0.66
H 1.420 -2.110 0.153 0.0 0.0 0.0 -0.99
```
Positions in Å, forces in eV/Å.

As for the multiplicity: 1. The total energy comes out at -101713.9836 eV. The calculation puts the energy above the lowest of the compared OMol25 structures with the same formula, charge and spin at 54.6 kJ/mol. The value obtained for the LUMO energy is -2.13 eV. The net charge is +1. The calculation puts the HOMO energy at -9.473 eV. The largest force on an atom is 0.8 eV/A. The HOMO-LUMO gap is 0.270 Ha.



Record 5
The following is a DFT calculation (ωB97M-V with the def2-TZVPD basis set) of the molecule C19H20N4O3S.

XYZ file:
```
47
Properties=species:S:1:pos:R:3:forces:R:3:mulliken_charge:R:1
C 1.396 2.088 5.068 0.0 0.2 0.0 -1.46
C 2.231 1.584 3.936 -0.1 0.0 0.0 0.99
C 3.617 1.684 3.987 0.0 0.0 -0.1 -0.74
C 4.421 1.178 2.983 0.1 0.0 0.0 -0.58
C 3.846 0.538 1.898 0.0 0.0 0.0 -0.71
C 2.471 0.436 1.819 -0.1 0.0 0.0 -0.52
C 1.663 0.973 2.815 0.3 0.2 0.0 0.22
N 0.265 0.825 2.667 0.3 -0.6 0.0 0.05
C -0.645 1.819 2.723 -0.7 -0.2 -0.1 0.73
O -0.425 2.978 2.984 0.0 0.3 0.0 -0.60
C -2.079 1.321 2.414 0.2 0.2 0.5 -1.20
N -2.310 1.232 0.987 0.3 -0.8 -0.6 0.99
N -3.019 2.232 0.473 -0.4 0.9 0.8 -0.67
N -3.283 2.298 -0.748 -0.5 0.6 -0.6 -0.61
C -2.849 1.319 -1.562 0.8 -1.3 0.0 0.04
S -3.131 1.276 -3.269 0.2 -0.2 0.4 -0.27
C -2.277 -0.235 -3.373 0.0 0.1 0.5 0.71
C -1.800 -0.680 -2.175 -0.1 0.0 -0.4 -0.47
C -2.123 0.210 -1.121 -0.5 0.8 -0.2 0.42
C -1.792 0.144 0.278 -0.2 0.2 -0.3 0.69
O -1.142 -0.723 0.843 0.0 -0.3 0.0 -0.83
C -1.044 -1.961 -2.074 0.0 -0.2 -0.3 -0.77
C -0.475 -2.338 -3.456 0.4 -0.2 0.4 1.64
C -0.052 -3.806 -3.471 -0.2 0.4 -0.1 -1.83
C 0.720 -1.440 -3.797 -0.4 -0.1 -0.1 -1.73
O -1.508 -2.242 -4.442 0.0 -0.1 0.1 -0.46
C -2.041 -0.960 -4.654 0.0 0.2 -0.4 -0.66
H 0.633 1.358 5.335 -0.1 0.0 0.1 0.32
H 0.883 3.005 4.778 0.0 0.0 0.1 0.30
H 2.015 2.291 5.938 0.0 -0.1 0.1 0.45
H 4.071 2.161 4.843 0.0 0.0 0.1 0.36
H 5.494 1.270 3.053 0.1 0.0 0.0 0.37
H 4.465 0.123 1.116 0.0 0.0 -0.1 0.38
H 2.006 -0.059 0.978 -0.1 0.0 -0.1 0.53
H -0.034 -0.030 2.198 -0.1 0.3 0.2 0.27
H -2.786 2.054 2.806 0.1 -0.1 -0.1 0.37
H -2.239 0.337 2.860 -0.1 0.1 -0.1 0.37
H -0.248 -1.871 -1.334 0.0 -0.1 0.0 0.36
H -1.724 -2.747 -1.734 0.1 -0.1 0.0 0.38
H 0.413 -4.046 -4.423 0.1 0.0 -0.1 0.42
H -0.926 -4.438 -3.348 -0.1 -0.1 0.1 0.43
H 0.651 -4.004 -2.667 0.1 0.0 0.1 0.35
H 1.009 -1.591 -4.834 0.1 0.0 -0.1 0.41
H 0.484 -0.390 -3.645 0.0 0.1 0.0 0.39
H 1.562 -1.698 -3.160 0.1 0.0 0.1 0.42
H -2.981 -1.117 -5.193 0.1 0.1 0.0 0.45
H -1.381 -0.358 -5.301 -0.1 -0.1 0.1 0.27
```
Positions in Å, forces in eV/Å.

As for the multiplicity: 1. The total energy comes out at -42965.7261 eV. As for the SMILES: Cc1ccccc1NC(=O)Cn1nnc2sc3c(c2c1=O)CC(C)(C)OC3. The calculation puts the energy above the lowest of the compared OMol25 structures with the same formula, charge and spin at 280.2 kJ/mol. The value obtained for the LUMO energy is -0.42 eV. The calculation puts the HOMO energy at -8.730 eV. The largest force on an atom is 1.5 eV/A. The HOMO-LUMO gap is 0.305 Ha.



Record 6
The following is a DFT calculation (ωB97M-V with the def2-TZVPD basis set) of C2H3NO3S as an isolated structure.

XYZ file:
```
10
Properties=species:S:1:pos:R:3:forces:R:3:mulliken_charge:R:1
C -0.007 1.504 -0.074 -1.4 0.3 0.3 0.13
C 0.094 -0.665 0.267 0.2 -2.4 -4.5 -0.43
N -0.670 0.476 0.272 -0.9 0.8 0.2 -0.41
O 2.492 0.014 1.298 -0.3 0.2 0.1 -0.54
O 2.525 -0.637 -1.064 -0.4 0.2 -0.1 -0.54
O 1.276 1.453 -0.384 1.1 -0.7 0.0 -0.32
S 1.818 -0.101 0.048 0.5 -0.4 0.1 1.06
H -0.476 2.478 -0.114 0.2 0.1 -0.1 0.40
H -0.078 -1.383 1.048 0.2 -0.2 0.3 0.36
H -0.178 -1.493 -1.113 0.8 2.2 3.7 0.28
```
Positions in Å, forces in eV/Å.

As for the multiplicity: 1. The total energy comes out at -20587.1543 eV. The calculation puts the energy above the lowest of the compared OMol25 structures with the same formula, charge and spin at 294.5 kJ/mol. The value obtained for the LUMO energy is -0.33 eV. The calculation puts the HOMO energy at -10.541 eV. The largest force on an atom is 5.1 eV/A. The HOMO-LUMO gap is 0.375 Ha.



Which value of largest force on an atom does entry 3 give?
4.1 eV/A